1.
Entry from OMol25: a molecular structure, C16H18IN3O2Zr at a distorted geometry (wB97M-V/def2-TZVPD).

Values from the calculation:
Kohn-Sham gap: 7.5 eV
energy above the lowest of the compared OMol25 structures with the same formula, charge and spin: 0.0 kcal per mole
highest occupied orbital energy: -15.63 eV
net charge: +2

CARTESIAN COORDINATES (ANGSTROEM)
C (-3.778, -1.222, -1.148)
C (-3.511, 0.237, -1.475)
H (-3.106, -1.902, -1.706)
H (-4.762, -1.496, -1.540)
H (-3.776, -1.473, -0.081)
H (-2.504, 0.452, -1.898)
H (-4.217, 0.528, -2.265)
H (-3.707, 0.886, -0.619)
C (1.768, -2.508, -0.803)
C (3.154, -2.645, -0.796)
C (3.950, -1.540, -1.112)
C (3.320, -0.340, -1.392)
H (1.114, -3.385, -0.615)
H (3.575, -3.617, -0.551)
H (5.038, -1.598, -1.132)
H (3.844, 0.561, -1.695)
N (1.143, -1.341, -1.029)
C (1.925, -0.241, -1.233)
C (1.285, 1.071, -1.148)
N (-0.079, 1.053, -1.034)
C (-0.742, 2.207, -0.774)
C (1.332, 3.450, -0.778)
C (-0.055, 3.409, -0.624)
H (-1.835, 2.146, -0.711)
H (-0.617, 4.302, -0.386)
C (2.005, 2.274, -1.060)
H (3.082, 2.242, -1.193)
H (1.893, 4.385, -0.682)
Zr (-1.202, -0.921, -0.588)
I (-1.450, -3.632, -0.681)
O (2.094, -0.947, 2.043)
C (0.937, -0.660, 2.293)
C (0.336, -0.075, 3.563)
C (-1.082, 0.325, 3.205)
C (-1.240, -0.243, 1.864)
O (-2.283, -0.213, 1.085)
N (-0.120, -0.784, 1.372)
H (0.325, -0.830, 4.364)
H (0.950, 0.767, 3.914)
H (-1.827, -0.100, 3.893)
H (-1.180, 1.420, 3.154)



2.
Entry from OMol25: a molecular structure, C31H19BrCl5F3N2O2V at a distorted geometry (wB97M-V/def2-TZVPD).

Values from the calculation:
multiplicity: 4
Kohn-Sham gap (spin up / spin down): 3.3 / 3.6 eV
energy above the lowest of the compared OMol25 structures with the same formula, charge and spin: 34.2 kcal per mole
highest occupied orbital energy (spin up / spin down): 0.56 / 0.22 eV
net charge: -2

CARTESIAN COORDINATES (ANGSTROEM)
V (-1.879, 0.211, -0.297)
Cl (0.751, 1.038, -2.756)
C (-0.735, 1.959, -2.703)
C (-1.775, 1.596, -1.827)
C (-2.899, 2.414, -1.973)
Cl (-4.298, 2.060, -0.950)
C (-3.029, 3.494, -2.845)
Cl (-4.507, 4.411, -2.936)
C (-1.958, 3.827, -3.653)
Cl (-2.054, 5.185, -4.730)
C (-0.802, 3.053, -3.578)
Cl (0.544, 3.490, -4.592)
C (0.354, -4.423, -1.831)
C (0.889, -3.014, -1.569)
C (-0.152, -2.048, -1.224)
N (-0.788, -1.133, -0.947)
H (1.176, -5.090, -2.089)
H (-0.366, -4.418, -2.655)
H (-0.148, -4.815, -0.945)
H (1.406, -2.626, -2.447)
H (1.605, -3.014, -0.744)
Br (-2.374, -1.303, -4.012)
C (-3.229, -1.907, -2.420)
C (-3.461, -3.257, -2.263)
C (-4.051, -3.669, -1.069)
C (-4.432, -2.729, -0.152)
C (-4.193, -1.385, -0.443)
N (-3.534, -0.978, -1.532)
H (-3.188, -3.953, -3.042)
H (-4.213, -4.724, -0.880)
H (-4.898, -2.998, 0.786)
H (-4.572, -0.603, 0.200)
C (-0.251, 0.925, 0.484)
C (0.903, 0.965, 0.925)
C (2.233, 0.995, 1.446)
C (2.878, 2.291, 1.627)
C (3.892, 2.565, 2.583)
C (4.441, 3.832, 2.740)
C (4.013, 4.910, 1.966)
C (2.992, 4.677, 1.043)
C (2.439, 3.415, 0.881)
C (2.867, -0.284, 1.665)
C (2.080, -1.477, 1.691)
C (2.644, -2.736, 1.831)
C (4.028, -2.917, 1.937)
C (4.827, -1.773, 1.875)
C (4.278, -0.504, 1.741)
H (4.214, 1.769, 3.240)
H (5.205, 3.988, 3.496)
H (4.442, 5.898, 2.093)
H (2.623, 5.498, 0.434)
H (1.640, 3.259, 0.163)
H (1.002, -1.374, 1.605)
H (1.986, -3.602, 1.870)
H (4.463, -3.905, 2.049)
H (5.908, -1.874, 1.917)
H (4.945, 0.339, 1.639)
F (-3.103, 1.345, 1.725)
C (-2.847, 0.653, 2.880)
F (-1.726, 1.104, 3.404)
F (-3.853, 0.968, 3.713)
C (-2.797, -0.854, 2.574)
O (-3.288, -1.593, 3.426)
O (-2.271, -1.154, 1.453)



3.
Entry from OMol25: a molecular structure, C21H29FN4O3SeSiSn at a distorted geometry (wB97M-V/def2-TZVPD).

Values from the calculation:
Kohn-Sham gap: 3.8 eV
highest occupied orbital energy: -13.63 eV
net charge: +2

CARTESIAN COORDINATES (ANGSTROEM)
Sn (0.286, -0.627, 0.355)
C (-3.633, -0.370, 1.280)
Si (-4.243, 1.023, 0.133)
C (-5.868, 0.644, -0.820)
C (-4.678, 2.612, 1.148)
N (-2.836, 1.313, -0.813)
C (-2.632, 1.999, -1.908)
C (-3.563, 2.894, -2.528)
C (-3.250, 3.552, -3.688)
C (-2.021, 3.339, -4.319)
C (-1.068, 2.488, -3.756)
C (-1.366, 1.867, -2.574)
F (-0.465, 1.030, -1.993)
H (-4.456, -0.893, 1.752)
H (-3.005, 0.037, 2.069)
H (-3.051, -1.114, 0.726)
H (-6.671, 1.306, -0.514)
H (-6.187, -0.374, -0.624)
H (-5.724, 0.755, -1.890)
H (-5.482, 2.379, 1.835)
H (-5.011, 3.402, 0.487)
H (-3.819, 2.963, 1.701)
H (-4.509, 3.058, -2.037)
H (-3.959, 4.239, -4.126)
H (-1.803, 3.837, -5.252)
H (-0.117, 2.327, -4.243)
C (-1.170, -1.302, 4.957)
C (-0.384, -0.009, 5.160)
C (-0.628, 0.700, 3.838)
O (-0.590, -0.336, 2.848)
C (-1.025, -1.570, 3.458)
H (-2.215, -1.151, 5.219)
H (-0.782, -2.116, 5.558)
H (0.677, -0.213, 5.298)
H (-0.735, 0.562, 6.011)
H (0.124, 1.442, 3.574)
H (-1.617, 1.173, 3.830)
H (-0.260, -2.326, 3.254)
H (-1.974, -1.874, 3.011)
Se (2.441, 0.448, -0.836)
C (3.888, -0.374, -0.114)
N (4.802, -0.907, 0.328)
O (7.967, -5.216, 0.302)
C (6.697, -5.685, 0.509)
N (5.873, -4.659, 1.137)
C (4.541, -4.596, 0.983)
O (3.899, -5.342, 0.274)
C (3.858, -3.487, 1.736)
C (4.293, -2.980, 2.955)
C (3.593, -1.922, 3.514)
C (2.495, -1.421, 2.842)
N (2.037, -1.938, 1.698)
C (2.705, -2.957, 1.167)
H (7.989, -4.531, -0.377)
H (6.784, -6.563, 1.162)
H (6.174, -5.995, -0.409)
H (6.371, -3.983, 1.700)
H (5.137, -3.404, 3.476)
H (3.911, -1.493, 4.452)
H (1.930, -0.583, 3.228)
H (2.317, -3.374, 0.244)



Repeat the second record exactly.
Entry from OMol25: a molecular structure, C31H19BrCl5F3N2O2V at a distorted geometry (wB97M-V/def2-TZVPD).

Values from the calculation:
multiplicity: 4
Kohn-Sham gap (spin up / spin down): 3.3 / 3.6 eV
energy above the lowest of the compared OMol25 structures with the same formula, charge and spin: 34.2 kcal per mole
highest occupied orbital energy (spin up / spin down): 0.56 / 0.22 eV
net charge: -2

CARTESIAN COORDINATES (ANGSTROEM)
V (-1.879, 0.211, -0.297)
Cl (0.751, 1.038, -2.756)
C (-0.735, 1.959, -2.703)
C (-1.775, 1.596, -1.827)
C (-2.899, 2.414, -1.973)
Cl (-4.298, 2.060, -0.950)
C (-3.029, 3.494, -2.845)
Cl (-4.507, 4.411, -2.936)
C (-1.958, 3.827, -3.653)
Cl (-2.054, 5.185, -4.730)
C (-0.802, 3.053, -3.578)
Cl (0.544, 3.490, -4.592)
C (0.354, -4.423, -1.831)
C (0.889, -3.014, -1.569)
C (-0.152, -2.048, -1.224)
N (-0.788, -1.133, -0.947)
H (1.176, -5.090, -2.089)
H (-0.366, -4.418, -2.655)
H (-0.148, -4.815, -0.945)
H (1.406, -2.626, -2.447)
H (1.605, -3.014, -0.744)
Br (-2.374, -1.303, -4.012)
C (-3.229, -1.907, -2.420)
C (-3.461, -3.257, -2.263)
C (-4.051, -3.669, -1.069)
C (-4.432, -2.729, -0.152)
C (-4.193, -1.385, -0.443)
N (-3.534, -0.978, -1.532)
H (-3.188, -3.953, -3.042)
H (-4.213, -4.724, -0.880)
H (-4.898, -2.998, 0.786)
H (-4.572, -0.603, 0.200)
C (-0.251, 0.925, 0.484)
C (0.903, 0.965, 0.925)
C (2.233, 0.995, 1.446)
C (2.878, 2.291, 1.627)
C (3.892, 2.565, 2.583)
C (4.441, 3.832, 2.740)
C (4.013, 4.910, 1.966)
C (2.992, 4.677, 1.043)
C (2.439, 3.415, 0.881)
C (2.867, -0.284, 1.665)
C (2.080, -1.477, 1.691)
C (2.644, -2.736, 1.831)
C (4.028, -2.917, 1.937)
C (4.827, -1.773, 1.875)
C (4.278, -0.504, 1.741)
H (4.214, 1.769, 3.240)
H (5.205, 3.988, 3.496)
H (4.442, 5.898, 2.093)
H (2.623, 5.498, 0.434)
H (1.640, 3.259, 0.163)
H (1.002, -1.374, 1.605)
H (1.986, -3.602, 1.870)
H (4.463, -3.905, 2.049)
H (5.908, -1.874, 1.917)
H (4.945, 0.339, 1.639)
F (-3.103, 1.345, 1.725)
C (-2.847, 0.653, 2.880)
F (-1.726, 1.104, 3.404)
F (-3.853, 0.968, 3.713)
C (-2.797, -0.854, 2.574)
O (-3.288, -1.593, 3.426)
O (-2.271, -1.154, 1.453)



Which value of net charge does entry 1 give?
+2